ORCA calculation (ωB97M-V/def2-TZVPD) on 2 unconnected molecules or ions with the total composition C9H22BO5S in a non-equilibrium geometry.

The geometry in XYZ format:
```
38
Properties=species:S:1:pos:R:3:forces:R:3:lowdin_charge:R:1
C 1.93238 1.17703 -1.37937 -0.6437 0.5879 0.5893 -0.0987
O 1.06233 0.07609 -1.91026 -1.0871 2.2370 1.1344 -0.2289
C -0.28558 0.46697 -1.46786 -0.4690 -0.8642 1.4757 -0.2556
C -1.47285 -0.61035 -1.82191 -0.3031 -0.0794 -0.3261 -0.1466
C -2.64559 -0.38627 -0.65084 1.1258 0.9641 -0.5305 -0.2445
C -4.17126 -0.60433 -1.20898 1.6386 -1.5733 -0.0165 -0.3448
S -5.27488 0.55993 -0.19422 0.3421 0.2364 0.3826 1.1124
B -6.29730 1.66207 -1.37679 -1.6659 2.4877 -3.0740 -0.5546
O -7.06921 0.95027 -2.45383 4.2368 1.3209 2.3916 0.0377
O -6.27172 3.13002 -1.22468 1.7485 -3.7427 -0.6005 0.0550
H 3.06204 1.04259 -1.65356 -2.4557 0.0398 0.2177 0.1094
H 1.45138 2.17197 -1.82227 1.5135 -1.8451 0.9358 0.1047
H 1.82949 1.20223 -0.19066 0.2972 -0.0851 -2.5536 0.0984
H -0.24268 0.52792 -0.27663 -0.1179 -0.1066 -2.3188 0.1314
H -0.64076 1.52301 -1.82660 0.8717 -1.7883 0.2874 0.1308
H -1.90789 -0.42607 -2.91615 0.8745 -0.2461 2.3895 0.1232
H -1.13209 -1.73810 -1.80185 -0.4356 2.4242 0.1016 0.1347
H -2.33775 -1.07613 0.24311 -1.0799 1.2852 -1.6370 0.1421
H -2.55732 0.74169 -0.27107 -0.0403 -2.3952 -0.8624 0.0985
H -4.27691 -0.42734 -2.38162 0.1650 -0.1513 2.7542 0.1239
H -4.47789 -1.71700 -0.91321 0.1651 2.6481 -0.7752 0.1356
H -4.46069 1.50567 0.50651 -0.6430 -1.2270 -1.2537 0.0619
H -6.32058 0.54056 -3.01511 -1.9292 0.5493 0.9118 0.1232
H -5.32580 3.49750 -1.29696 -2.0420 -0.7109 0.4410 0.1449
O 1.37282 -0.48429 2.37699 2.1503 0.0226 -0.3496 0.0580
C 2.59587 -0.60168 2.45670 -1.5289 -0.0912 -0.1266 -0.5014
O 3.38024 -0.29467 1.40000 -0.6391 0.3423 -0.0256 -0.0273
C 4.81848 -0.26084 1.43033 0.2966 -0.1794 0.1480 -0.2247
C 5.39958 -1.65138 1.27319 -0.1119 -0.2742 -0.0396 -0.0647
C 3.22573 -1.16159 3.69740 0.2651 0.3426 0.5202 0.0080
H 5.17771 0.25092 2.33135 -0.1460 -0.1624 -0.0859 0.1197
H 5.13162 0.35585 0.58081 -0.3577 -0.0457 0.1354 0.1225
H 5.09172 -2.31523 2.08490 0.1105 0.1195 -0.0013 0.0687
H 6.49175 -1.61465 1.25300 -0.1116 0.0251 -0.0122 0.0867
H 5.04390 -2.10997 0.34299 0.1184 0.1783 0.1116 0.0883
H 3.11642 -2.24995 3.69266 -0.0127 0.1662 0.0132 0.1037
H 2.70857 -0.74722 4.56809 -0.1064 -0.2491 -0.2301 0.0976
H 4.27670 -0.90522 3.81639 0.0069 -0.1597 -0.1215 0.0707
```
Forces are in eV/Å.

Calculated values
energy = -31429.86161 eV
LUMO energy = -4.451 eV
relative energy (zero: lowest compared OMol25 entry of this formula, charge and spin) = 382.9 kJ/mol
charge = +1
multiplicity = 1